w:
A molecular structure, C5H9N2O. Source: OMol25; level of theory: ωB97M-V/def2-TZVPD.

Cartesian coordinates (Å):
C -0.86 -1.20 0.00
C 0.44 -1.39 0.13
C 0.47 0.80 -0.22
C -2.35 0.79 0.05
C 2.59 -0.33 -0.19
N -1.24 0.05 -0.26
N 1.14 -0.25 -0.01
O 0.66 2.08 -0.38
H -1.63 -1.98 -0.05
H 1.02 -2.27 0.21
H -2.35 1.92 -0.35
H -3.36 0.31 -0.36
H -2.44 0.88 1.07
H 3.11 0.61 -0.13
H 2.97 -0.94 0.52
H 2.88 -0.77 -1.21
H -0.25 2.41 -0.60

Output
HOMO level ... -13.0 eV
LUMO energy ... -0.1233 hartree
Total charge ... +1


x:
A molecular structure, C5H9N2O. Source: OMol25; level of theory: ωB97M-V/def2-TZVPD.

Cartesian coordinates (Å):
C 2.17 0.79 -0.09
C 2.58 -0.44 -0.34
C 0.75 0.69 0.12
C 0.47 -0.64 0.12
C -1.29 -1.38 0.26
N -0.37 1.54 0.25
N -2.15 -0.43 -0.40
O 1.56 -1.34 -0.16
H 2.81 1.70 -0.37
H 3.61 -0.82 -0.32
H -1.13 -2.33 -0.19
H -1.40 -1.44 1.31
H -0.35 2.36 -0.25
H -0.58 1.77 1.29
H -2.49 -0.70 -1.35
H -1.25 0.85 -0.08
H -2.91 -0.19 0.18

Output
HOMO level ... -13.0 eV
LUMO energy ... -0.1209 hartree
Total charge ... +1


y:
A molecular structure, C5H9N2O. Source: OMol25; level of theory: ωB97M-V/def2-TZVPD.

Cartesian coordinates (Å):
C -0.75 -1.14 0.30
C 1.38 -1.71 -0.11
C -0.55 0.30 0.22
C -1.49 1.13 -0.54
C 0.23 1.02 1.20
N 0.20 -1.92 0.29
N 1.60 -0.76 -1.00
O 0.54 0.05 -1.23
H -1.75 -1.55 -0.06
H 2.23 -2.39 0.09
H -0.91 1.74 -1.17
H -2.08 1.74 0.13
H -2.25 0.46 -0.95
H 1.22 0.70 1.55
H -0.38 1.07 2.07
H 0.40 2.10 0.87
H 2.37 -0.83 -1.66

Output
HOMO level (spin up / spin down) ... -14.5 / -14.5 eV
LUMO energy (spin up / spin down) ... -0.2068 / -0.2068 hartree
Total charge ... +1


z:
A gas-phase ion, C5H9N2O (charge +1). Source: OMol25; level of theory: ωB97M-V/def2-TZVPD.

Cartesian coordinates (Å):
N -0.38 1.71 -0.33
C 0.64 0.73 -0.06
C 2.03 0.88 0.08
C 2.59 -0.33 0.14
O 1.65 -1.35 0.02
C 0.47 -0.68 -0.06
C -1.18 -1.51 -0.26
N -2.08 -0.49 0.34
H -0.28 2.07 -1.35
H -0.35 2.49 0.26
H 2.56 1.85 0.36
H 3.61 -0.57 0.36
H -1.20 -1.61 -1.35
H -1.19 -2.52 0.28
H -3.12 -0.46 0.05
H -1.70 0.46 0.25
H -2.07 -0.66 1.27

Output
HOMO level ... -12.6 eV
LUMO energy ... -0.1239 hartree
Structure (SMILES) ... Nc1ccoc1C[NH3+]
Total charge ... +1


Short version: z is the most stable of them.


w:
A molecular structure, C5H9N2O. Source: OMol25; level of theory: ωB97M-V/def2-TZVPD.

Cartesian coordinates (Å):
C 1.99 -0.90 0.28
C 1.96 0.55 -0.14
C -1.31 -0.19 -0.92
C -2.29 -0.47 0.23
C -0.33 -0.19 0.25
N 0.93 -1.55 0.28
N 0.54 0.94 0.41
O -1.32 -0.29 1.21
H 2.95 -1.42 0.55
H 2.85 1.10 0.16
H 1.75 0.63 -1.27
H -1.36 -0.96 -1.69
H -1.32 0.90 -1.29
H -3.20 0.33 0.14
H -2.75 -1.52 0.34
H 0.57 1.22 1.46
H 0.36 1.83 0.00

Output
HOMO level ... -14.0 eV
LUMO energy ... -0.1389 hartree
Total charge ... +1


x:
2 unconnected molecules or ions with the total composition C5H9N2O. Source: OMol25; level of theory: ωB97M-V/def2-TZVPD.

Cartesian coordinates (Å):
C 3.34 -1.66 -0.62
C -1.94 0.83 0.17
C -0.55 -1.53 1.28
C -0.63 0.58 -0.05
C 0.31 1.32 -0.91
N 2.38 -1.37 -0.04
N -0.11 -0.57 0.58
O -2.51 1.95 -0.45
H 4.29 -1.93 -0.83
H -2.56 0.28 0.86
H 0.12 -2.27 1.52
H -1.57 -1.59 1.77
H 1.08 0.73 -1.54
H 0.95 1.88 -0.31
H -0.05 1.98 -1.63
H -3.51 2.10 -0.42
H 0.97 -0.72 0.63

Output
HOMO level (spin up / spin down) ... -13.0 / -13.0 eV
LUMO energy (spin up / spin down) ... -0.1661 / -0.1661 hartree
Total charge ... +1


Short version: x is the most stable of them.


w:
A molecular structure, C5H9N2O. Source: OMol25; level of theory: ωB97M-V/def2-TZVPD.

Cartesian coordinates (Å):
C 0.88 -1.25 -0.03
C -2.68 -1.07 0.13
C -1.77 -0.20 -0.34
C 1.80 0.96 0.09
C -0.49 0.09 0.22
N 1.99 -0.45 -0.09
N 0.33 1.24 -0.27
O 0.79 -2.43 -0.01
H -3.58 -1.27 -0.60
H -2.66 -1.55 1.03
H -1.88 0.23 -1.32
H 2.08 1.29 1.11
H 2.47 1.56 -0.45
H -0.35 -0.04 1.32
H 2.83 -0.80 0.29
H -0.06 2.19 0.13
H 0.30 1.50 -1.22

Output
HOMO level ... -13.2 eV
LUMO energy ... -0.1382 hartree
Total charge ... +1


x:
A gas-phase ion, C5H9N2O (charge +1). Source: OMol25; level of theory: ωB97M-V/def2-TZVPD.

Cartesian coordinates (Å):
H 2.07 -1.77 0.19
N 1.01 -1.81 0.20
C 0.38 -0.77 0.44
C -1.13 -0.41 0.52
C -2.13 -0.94 -0.45
C -0.91 1.06 0.32
O -1.46 2.09 0.21
C 0.85 0.72 0.46
N 1.95 1.13 -0.50
H -1.63 -0.46 1.56
H -1.69 -0.90 -1.49
H -3.07 -0.20 -0.50
H -2.30 -2.01 -0.39
H 1.39 0.85 1.48
H 2.30 2.05 -0.38
H 1.71 0.92 -1.54
H 2.68 0.45 -0.14

Output
HOMO level ... -13.9 eV
LUMO energy ... -0.1617 hartree
Structure (SMILES) ... [H]/N=C1/[C@H](C)C(=O)[C@@H]1[NH3+]
Total charge ... +1


Short version: w is the most stable of them.


w:
2 unconnected molecules or ions with the total composition C3H5BrN3. Source: OMol25; level of theory: ωB97M-V/def2-TZVPD.

Cartesian coordinates (Å):
C -0.73 2.31 -0.08
C -0.05 0.29 -0.09
C 1.40 -2.57 0.17
N -1.80 1.60 -0.41
N -1.37 0.31 -0.47
N 0.33 1.56 0.14
Br -2.43 -1.16 -0.77
H -0.78 3.38 0.31
H 1.66 -2.01 1.18
H 1.96 -2.36 -0.77
H 0.57 -3.31 0.34
H 1.24 1.96 0.46

Output
HOMO level ... -13.8 eV
LUMO energy ... -0.2722 hartree
Total charge ... +1


x:
A gas-phase ion, C3H5BrN3 (charge +1). Source: OMol25; level of theory: ωB97M-V/def2-TZVPD.

Cartesian coordinates (Å):
C 0.18 -1.37 -0.06
C 0.63 0.19 -0.01
N -0.19 1.31 0.02
C 0.63 2.39 0.01
N 1.86 2.00 -0.04
N 1.86 0.69 0.01
Br 3.45 -0.28 0.00
H -0.59 -1.39 0.63
H 1.19 -1.84 0.24
H -0.18 -1.70 -1.12
H -1.14 1.29 0.09
H 0.44 3.52 0.06

Output
HOMO level ... -15.2 eV
LUMO energy ... -0.1727 hartree
Structure (SMILES) ... Cc1[nH+]cnn1Br
Total charge ... +1


Short version: x is the most stable of them.


w:
2 unconnected molecules or ions with the total composition CH7N3O. Source: OMol25; level of theory: ωB97M-V/def2-TZVPD.

Cartesian coordinates (Å):
N -0.93 0.05 -0.43
C 0.15 0.73 -0.31
N 0.23 2.11 -0.44
N 1.31 0.09 -0.01
H -1.73 0.64 -0.63
H -0.55 2.53 -0.92
H 1.09 2.51 -0.78
H 2.18 0.58 0.10
H 1.18 -0.83 0.36
O -0.93 -2.70 1.36
H -0.97 -2.10 0.61
H -1.05 -3.61 1.09

Output
HOMO level ... -9.1 eV
LUMO energy ... 0.0288 hartree
Structure (SMILES) ... N=C(N)N.O


x:
CH7N3O in the gas phase. Source: OMol25; level of theory: ωB97M-V/def2-TZVPD.

Cartesian coordinates (Å):
N 1.93 0.13 -0.02
N 0.69 0.66 0.54
C -0.43 0.14 -0.20
N -0.65 -1.21 0.18
O -1.48 1.10 0.16
H 2.03 -0.82 0.32
H 2.01 0.32 -1.03
H 0.71 1.67 0.47
H -0.30 0.18 -1.31
H -1.48 -1.60 -0.24
H -0.68 -1.29 1.18
H -2.35 0.73 -0.04

Output
HOMO level ... -9.3 eV
LUMO energy ... 0.0323 hartree
Structure (SMILES) ... NN[C@@H](N)O


y:
CH7N3O in the gas phase. Source: OMol25; level of theory: ωB97M-V/def2-TZVPD.

Cartesian coordinates (Å):
N -0.78 -0.47 -1.37
C -0.17 0.36 -0.09
N -0.96 0.14 1.01
N 1.00 -0.40 -0.09
O 2.02 0.47 0.82
H -1.24 -1.36 -1.18
H -0.45 -0.31 -2.32
H -0.10 1.40 -0.39
H -1.73 0.75 1.25
H -0.76 -0.64 1.63
H 1.53 -0.51 -0.95
H 1.63 0.57 1.70

Output
HOMO level ... -8.8 eV
LUMO energy ... 0.0397 hartree
Structure (SMILES) ... NC(N)NO


Short version: w is the most stable of them.


w:
A molecular structure, C29H46BrN3P2SSn. Source: OMol25; level of theory: ωB97M-V/def2-TZVPD.

Cartesian coordinates (Å):
C -0.75 6.97 -4.42
C -0.99 5.65 -4.89
C -1.24 5.52 -6.28
C -1.24 6.66 -7.10
N -1.00 7.86 -6.60
C -0.76 8.05 -5.32
C -1.00 4.46 -3.99
C -1.04 3.59 -3.14
C -1.22 2.86 -1.93
C -0.18 2.66 -0.99
C -0.42 2.17 0.29
C -1.73 1.83 0.63
C -2.65 1.76 -0.38
C -2.45 2.33 -1.61
Sn 0.31 -0.14 -1.72
P 2.08 -1.27 0.73
H -1.41 4.53 -6.73
H -0.53 7.14 -3.36
H -1.43 6.57 -8.19
H -0.57 9.07 -4.96
H -3.30 2.40 -2.25
H 0.79 2.98 -1.33
H -3.58 1.27 -0.16
H 0.42 2.17 1.00
C 2.43 -2.80 1.72
C 3.36 -3.81 1.05
H 1.43 -3.23 1.90
H 2.79 -2.50 2.71
H 3.55 -4.67 1.69
H 2.94 -4.19 0.11
H 4.33 -3.34 0.84
C 2.87 -1.71 -0.98
C 3.31 -0.48 -1.78
H 2.10 -2.27 -1.55
H 3.70 -2.44 -0.91
H 3.32 -0.72 -2.87
H 2.63 0.41 -1.67
H 4.31 -0.16 -1.49
C 3.43 -0.15 1.45
C 4.84 -0.71 1.56
H 3.04 0.12 2.45
H 3.42 0.79 0.88
H 5.53 0.07 1.94
H 4.91 -1.55 2.26
H 5.25 -1.03 0.59
Br -2.31 1.20 2.32
P -2.21 -2.76 -1.23
C -0.48 -3.29 -1.26
C -0.29 -4.65 -1.95
H -0.06 -3.32 -0.25
H 0.11 -2.63 -1.92
H 0.77 -4.80 -2.22
H -0.60 -5.46 -1.28
H -0.87 -4.69 -2.88
C -2.90 -2.53 0.50
C -4.23 -3.32 0.55
H -2.98 -1.46 0.78
H -2.16 -2.93 1.21
H -4.60 -3.40 1.58
H -5.01 -2.86 -0.07
H -4.08 -4.34 0.18
C -2.53 -1.27 -2.17
C -2.76 -1.57 -3.67
H -1.77 -0.46 -2.30
H -3.36 -0.69 -1.73
H -3.00 -0.63 -4.21
H -1.83 -1.97 -4.12
H -3.59 -2.29 -3.79
S 0.65 0.25 2.86
C 0.30 -0.09 4.51
N -0.92 0.09 5.03
C -1.26 -0.13 6.44
C -0.05 0.14 7.31
C 1.16 -0.64 6.80
N 1.29 -0.48 5.34
H -1.64 0.35 4.36
H -1.60 -1.16 6.52
H -2.07 0.53 6.70
H -0.25 -0.19 8.33
H 0.18 1.20 7.36
H 1.05 -1.70 7.02
H 2.09 -0.29 7.25
H 2.22 -0.47 4.91

Output
HOMO level ... -12.9 eV
LUMO energy ... -0.2862 hartree
Total charge ... +2


x:
A molecular structure, C29H46BrN3P2SSn. Source: OMol25; level of theory: ωB97M-V/def2-TZVPD.

Cartesian coordinates (Å):
C -8.03 3.35 -4.25
C -6.84 4.12 -4.29
C -6.94 5.39 -4.89
C -8.15 5.79 -5.46
N -9.25 5.04 -5.45
C -9.19 3.85 -4.85
C -5.58 3.64 -3.76
C -4.52 3.14 -3.44
C -3.40 2.42 -2.99
C -3.48 2.03 -1.65
C -2.50 1.15 -1.16
C -1.50 0.81 -2.08
C -1.39 1.18 -3.41
C -2.39 2.04 -3.88
Sn 0.22 1.72 -0.73
P 0.12 2.07 1.97
H -6.09 6.07 -4.93
H -8.07 2.38 -3.78
H -8.24 6.76 -5.95
H -10.10 3.26 -4.86
H -2.42 2.36 -4.92
H -4.34 2.34 -1.05
H -0.58 0.85 -4.06
H -2.52 0.87 -0.10
C 1.67 1.77 2.89
C 2.19 2.88 3.79
H 2.43 1.50 2.14
H 1.49 0.87 3.48
H 3.10 2.54 4.29
H 2.45 3.79 3.22
H 1.48 3.16 4.57
C -0.24 3.88 2.01
C -1.74 4.26 2.06
H 0.22 4.32 1.11
H 0.30 4.29 2.88
H -1.85 5.30 1.75
H -2.34 3.63 1.37
H -2.15 4.15 3.08
C -1.20 1.31 2.97
C -1.17 1.64 4.46
H -1.13 0.22 2.82
H -2.17 1.62 2.54
H -2.04 1.17 4.94
H -0.27 1.27 4.96
H -1.25 2.72 4.65
Br 0.58 -1.02 -2.74
P 2.44 3.59 -2.52
C 2.23 4.01 -0.75
C 3.19 5.12 -0.30
H 2.40 3.10 -0.15
H 1.18 4.35 -0.62
H 2.80 5.58 0.62
H 4.19 4.72 -0.09
H 3.29 5.90 -1.06
C 2.78 1.79 -2.61
C 3.89 1.40 -3.59
H 1.85 1.29 -2.95
H 3.05 1.46 -1.59
H 4.17 0.36 -3.38
H 3.54 1.46 -4.63
H 4.78 2.05 -3.46
C 0.78 3.84 -3.25
C 0.65 5.21 -3.95
H 0.05 3.75 -2.43
H 0.60 3.03 -3.98
H -0.27 5.19 -4.57
H 0.55 6.03 -3.23
H 1.50 5.42 -4.60
S -0.71 -0.96 0.66
C 0.31 -2.30 0.94
N 0.72 -3.14 -0.05
C 1.47 -4.37 0.20
C 1.08 -4.91 1.56
C 1.25 -3.86 2.64
N 0.77 -2.56 2.18
H 0.66 -2.74 -0.99
H 2.56 -4.20 0.17
H 1.24 -5.07 -0.62
H 1.70 -5.78 1.82
H 0.03 -5.23 1.52
H 2.32 -3.77 2.90
H 0.69 -4.10 3.56
H 0.44 -1.91 2.89

Output
HOMO level (spin up / spin down) ... -13.1 / -13.1 eV
LUMO energy (spin up / spin down) ... -0.3240 / -0.3061 hartree
Total charge ... +2


Short version: w is the most stable of them.